DFT (ωB97M-V with the def2-TZVPD basis set) results for a cluster of 2 separate species, CH3O4 in total in a non-equilibrium geometry.

```
8
Properties=species:S:1:pos:R:3:lowdin_charge:R:1
C -0.395 -1.460 -0.552 0.1348
O 1.325 2.830 0.170 0.2023
O -0.989 -1.142 0.447 0.2213
O 0.406 0.988 0.619 0.0089
O 0.446 2.207 0.796 0.0117
H 0.309 -0.906 -1.053 0.1041
H -0.515 -2.386 -1.107 0.1489
H -0.586 -0.131 0.680 0.1679
```

Results
charge = +1
multiplicity = 1
LUMO level (spin up / spin down) = -7.88 / -7.88 eV
ΔE to the lowest compared entry with this formula, charge and spin = 613.2 kJ/mol
frontier orbital gap (spin up / spin down) = 9.84 / 9.84 eV
HOMO level (spin up / spin down) = -17.719 / -17.721 eV

=====

DFT (ωB97M-V with the def2-TZVPD basis set) results for an isolated molecule of C21H29NO5.

```
56
Properties=species:S:1:pos:R:3:lowdin_charge:R:1
C 2.303 5.715 -2.825 -0.1138
C 2.582 4.217 -2.792 -0.2706
C 1.682 3.500 -1.790 -0.2071
C 1.972 1.992 -1.746 -0.1391
C 1.065 1.303 -0.769 -0.1889
C 1.472 1.079 0.504 0.0470
C 0.640 0.472 1.499 -0.1501
C 1.085 0.123 2.741 0.0244
C 0.276 -0.579 3.681 -0.3634
O 0.699 -1.096 4.704 0.0798
C -1.241 -0.665 3.392 -0.3267
C -1.960 0.312 4.324 0.0374
O -1.678 -1.989 3.746 0.0831
C -1.315 -2.924 2.882 -0.4828
O -0.771 -2.679 1.829 0.1371
C -1.626 -4.305 3.398 -0.1292
C -0.447 -4.767 4.259 -0.0748
C -1.692 -0.393 1.957 -0.3117
O -2.836 -0.625 1.617 0.1113
C -0.705 0.213 1.064 -0.0596
C -1.057 0.451 -0.229 0.0264
N -0.219 0.967 -1.152 -0.0218
C -0.645 0.954 -2.538 -0.1357
C -0.224 -0.343 -3.238 -0.1649
C -0.887 -1.586 -2.646 -0.1801
C -0.527 -2.830 -3.463 -0.2733
O -0.981 -2.756 -4.794 -0.0675
H 1.271 5.906 -3.110 0.0718
H 2.954 6.208 -3.542 0.0690
H 2.474 6.156 -1.846 0.0727
H 3.627 4.048 -2.522 0.1108
H 2.425 3.797 -3.788 0.1096
H 1.838 3.918 -0.793 0.1230
H 0.636 3.674 -2.055 0.1125
H 1.885 1.572 -2.747 0.1068
H 3.003 1.847 -1.420 0.1251
H 2.478 1.348 0.787 0.1261
H 2.119 0.275 3.012 0.1182
H -1.709 0.063 5.353 0.0985
H -1.641 1.329 4.107 0.1026
H -3.034 0.225 4.179 0.0958
H -1.767 -4.979 2.553 0.1194
H -2.534 -4.262 3.999 0.1200
H 0.455 -4.834 3.655 0.0822
H -0.656 -5.745 4.687 0.0717
H -0.270 -4.058 5.063 0.0798
H -2.063 0.219 -0.546 0.1468
H -0.233 1.816 -3.064 0.1134
H -1.735 1.040 -2.555 0.1334
H 0.859 -0.460 -3.175 0.1166
H -0.491 -0.271 -4.294 0.1193
H -1.974 -1.463 -2.650 0.1202
H -0.567 -1.744 -1.615 0.1170
H 0.558 -2.933 -3.532 0.1221
H -0.928 -3.723 -2.965 0.1191
H -1.945 -2.729 -4.791 0.0905
```

Results
multiplicity = 1
LUMO level = 0.23 eV
SMILES = CCCCC1=CC2=CC(=O)[C@](C)(OC(=O)CC)C(=O)C2=CN1CCCCO
ΔE to the lowest compared entry with this formula, charge and spin = 132.3 kJ/mol
frontier orbital gap = 7.77 eV
HOMO level = -7.540 eV

=====

DFT (ωB97M-V with the def2-TZVPD basis set) results for a structure of composition C40H52BBr2Cl3N3O2P2Sm in a non-equilibrium geometry.

```
106
Properties=species:S:1:pos:R:3:lowdin_charge:R:1
Sm 0.345 -0.713 0.518 1.4039
C -4.607 -2.100 0.324 -0.0914
C -3.744 -2.191 -0.937 -0.6868
C -2.877 -3.454 -0.824 -0.1204
C -4.631 -2.299 -2.173 -0.0776
P -2.493 -0.750 -0.900 1.1300
C -1.717 -0.980 -2.606 -0.2872
N -0.488 -0.249 -2.763 -0.0666
B 0.634 -0.210 -1.842 -0.5508
N 1.513 0.756 -2.472 -0.0479
C 2.796 1.205 -1.975 -0.2670
P 2.642 1.567 -0.119 1.1613
C 4.036 0.532 0.704 -0.6840
C 5.446 1.114 0.728 -0.0889
C 3.534 0.351 2.142 -0.1224
C 4.106 -0.842 0.024 -0.0919
C 3.105 3.419 -0.088 -0.6835
C 3.060 3.868 1.374 -0.1054
C 1.936 4.083 -0.829 -0.1120
C 4.420 3.863 -0.727 -0.0822
C 0.974 1.221 -3.649 -0.1748
C 1.426 2.150 -4.575 -0.0218
C 0.638 2.421 -5.682 -0.1073
C -0.571 1.771 -5.881 -0.1077
C -1.038 0.843 -4.964 -0.0279
C -0.272 0.581 -3.840 -0.2000
C -3.375 0.929 -1.087 -0.6641
C -3.974 1.298 0.271 -0.0802
C -2.255 1.932 -1.395 -0.0840
C -4.440 1.037 -2.176 -0.0756
H -5.154 -3.032 0.472 0.0870
H -5.337 -1.299 0.245 0.0661
H -3.985 -1.923 1.202 0.0711
H -3.485 -4.299 -0.506 0.0896
H -2.085 -3.310 -0.086 0.0242
H -2.418 -3.719 -1.773 0.0711
H -5.168 -3.247 -2.143 0.0900
H -4.048 -2.278 -3.090 0.0751
H -5.366 -1.503 -2.208 0.0619
H -2.428 -0.677 -3.379 0.0690
H -1.530 -2.058 -2.714 0.0868
H 3.093 2.116 -2.497 0.0606
H 3.560 0.441 -2.159 0.0908
H 5.504 1.996 1.359 0.0663
H 5.778 1.367 -0.275 0.0783
H 6.129 0.369 1.138 0.0895
H 3.447 1.310 2.651 0.0736
H 4.218 -0.279 2.714 0.0697
H 2.544 -0.122 2.140 0.0315
H 4.758 -0.808 -0.846 0.0824
H 3.112 -1.189 -0.298 0.0484
H 4.517 -1.576 0.715 0.0924
H 2.125 3.553 1.832 0.0483
H 3.113 4.955 1.434 0.0879
H 3.889 3.461 1.950 0.0640
H 0.988 3.655 -0.507 0.0302
H 2.018 3.965 -1.907 0.0719
H 1.916 5.149 -0.610 0.0877
H 5.279 3.601 -0.120 0.0587
H 4.404 4.948 -0.824 0.0881
H 4.556 3.446 -1.722 0.0725
H 2.368 2.664 -4.453 0.1000
H 0.971 3.151 -6.404 0.0953
H -1.158 1.985 -6.760 0.0954
H -1.984 0.349 -5.141 0.1010
H -3.235 1.158 1.058 0.0589
H -4.851 0.703 0.507 0.0647
H -4.271 2.345 0.273 0.0951
H -1.421 1.821 -0.699 0.0539
H -2.642 2.948 -1.307 0.0927
H -1.884 1.818 -2.410 0.0750
H -5.380 0.581 -1.878 0.0698
H -4.108 0.587 -3.107 0.0680
H -4.632 2.091 -2.375 0.0906
Cl 4.420 -7.196 1.167 0.6676
C 3.535 -5.723 1.348 -0.6870
C 2.626 -5.354 0.371 -0.1309
C 1.934 -4.173 0.524 -0.5493
Cl 0.788 -3.660 -0.682 0.7502
C 2.092 -3.299 1.624 -0.5120
O 1.434 -2.203 1.728 -0.3483
C 3.029 -3.747 2.589 -0.5829
Cl 3.269 -2.763 3.988 0.7280
C 3.736 -4.924 2.465 -0.1331
H 2.450 -5.969 -0.496 0.1063
H 4.438 -5.215 3.229 0.1050
C -1.287 -3.362 2.839 -0.0174
C -1.731 -2.000 3.272 -0.3126
C -2.615 -1.873 4.363 -0.0039
C -2.999 -0.634 4.788 -0.0148
C -2.500 0.511 4.134 -0.1914
C -2.829 1.831 4.486 -0.6115
Br -4.010 2.174 5.951 0.7537
C -2.332 2.901 3.783 -0.1721
C -1.483 2.677 2.714 -0.5853
Br -0.872 4.141 1.681 0.8330
C -1.056 1.406 2.307 -0.4508
O -0.257 1.226 1.326 -0.3268
C -1.607 0.294 3.048 -0.1500
N -1.262 -0.950 2.629 0.0861
H -2.115 -4.069 2.896 0.0900
H -0.498 -3.712 3.508 0.0995
H -0.879 -3.336 1.827 0.0374
H -2.987 -2.761 4.846 0.1163
H -3.674 -0.517 5.623 0.0786
H -2.597 3.912 4.052 0.0976
```

Results
expectation value of S² = 8.7795
multiplicity = 6
LUMO level (spin up / spin down) = -0.17 / -0.15 eV
ΔE to the lowest compared entry with this formula, charge and spin = 0.0 kJ/mol
frontier orbital gap (spin up / spin down) = 7.36 / 7.31 eV
HOMO level (spin up / spin down) = -7.524 / -7.461 eV

=====

DFT (ωB97M-V with the def2-TZVPD basis set) results for a structure of composition C22H20IN4O2SeW.

```
51
Properties=species:S:1:pos:R:3:lowdin_charge:R:1
W 0.124 0.198 0.380 1.0130
C -1.068 -4.040 -0.726 0.0158
C 0.386 -3.903 -0.407 -0.2297
N 1.135 -4.988 -0.303 0.1829
C 2.446 -4.900 -0.051 -0.0087
C 3.132 -3.710 0.119 -0.0977
C 4.608 -3.682 0.412 -0.1633
O 4.835 -2.800 1.509 -0.0563
C 2.361 -2.535 0.063 -0.0529
C 2.932 -1.240 0.279 0.0652
N 2.186 -0.198 0.480 -0.0493
C 2.538 1.147 0.680 -0.2649
C 3.757 1.778 0.769 0.0477
C 3.691 3.163 0.869 0.0586
C 2.462 3.875 0.855 -0.0025
C 1.262 3.225 0.774 -0.0459
C 1.273 1.798 0.729 -0.3163
I -1.689 1.232 -1.053 0.6632
C 0.988 -2.655 -0.203 -0.1865
O 0.222 -1.536 -0.267 -0.2937
H -1.306 -5.092 -0.857 0.1042
H -1.317 -3.505 -1.644 0.1015
H -1.690 -3.633 0.074 0.0914
H 2.973 -5.845 0.015 0.1440
H 5.149 -3.331 -0.474 0.1441
H 4.955 -4.694 0.618 0.1403
H 5.586 -3.113 2.024 0.1152
H 4.012 -1.125 0.299 0.1556
H 4.706 1.260 0.737 0.1398
H 4.614 3.727 0.938 0.1444
H 2.486 4.956 0.902 0.1376
H 0.335 3.782 0.758 0.1181
C 0.142 -2.104 5.073 0.0287
N 0.076 -0.640 5.075 -0.0456
C -0.201 0.185 4.066 -0.5828
Se -0.965 -0.419 2.442 0.8801
N -0.172 1.450 4.499 0.1547
C 0.159 1.464 5.849 -0.1489
C 0.317 2.506 6.760 0.0262
C 0.630 2.132 8.047 -0.0143
C 0.795 0.779 8.417 -0.0122
C 0.647 -0.248 7.514 0.0315
C 0.316 0.131 6.213 -0.1354
H -0.087 -2.484 4.083 0.0617
H -0.582 -2.490 5.788 0.1238
H 1.144 -2.411 5.364 0.1184
H -0.368 2.262 3.934 0.1752
H 0.195 3.543 6.480 0.1305
H 0.753 2.897 8.802 0.1313
H 1.044 0.547 9.443 0.1315
H 0.777 -1.281 7.805 0.1306
```

Results
charge = +3
multiplicity = 1
LUMO level (spin up / spin down) = -12.12 / -12.12 eV
frontier orbital gap (spin up / spin down) = 5.22 / 5.22 eV
HOMO level (spin up / spin down) = -17.340 / -17.340 eV

=====

DFT (ωB97M-V with the def2-TZVPD basis set) results for a cluster of 5 separate species, C18H29N4O14 in total in a non-equilibrium geometry.

```
65
Properties=species:S:1:pos:R:3:lowdin_charge:R:1
O -4.474 -4.505 0.837 0.0226
N -3.586 -5.045 -0.022 -0.0319
C -2.247 -4.825 0.256 -0.1274
N -1.785 -4.054 1.483 0.1558
C -0.290 -4.095 1.254 -0.1008
O 0.637 -3.431 2.184 0.0522
N 0.008 -4.877 -0.008 0.0723
N -1.152 -5.341 -0.651 0.0943
H -4.291 -3.508 0.782 0.1615
H -3.809 -5.610 -0.871 0.1951
H 0.145 -3.308 3.049 0.1380
H 0.984 -5.036 -0.339 0.1816
H -1.204 -5.888 -1.541 0.1966
C -0.751 -0.148 4.605 -0.0078
C -1.863 0.237 3.651 -0.3362
C -2.291 -0.874 2.741 -0.1260
O -2.805 -0.169 1.624 0.0702
C -2.142 1.025 1.586 -0.4735
O -2.183 1.810 0.655 0.1239
O -1.420 1.223 2.731 0.0750
H -1.119 -0.820 5.386 0.0964
H 0.070 -0.646 4.078 0.0829
H -0.324 0.743 5.077 0.0963
H -2.709 0.656 4.208 0.1696
H -3.063 -1.508 3.186 0.1464
H -1.463 -1.503 2.397 0.1049
C 3.911 -2.264 -1.754 -0.0179
C 4.104 -3.563 -2.509 -0.3536
C 4.398 -3.378 -3.966 -0.1044
O 3.927 -4.591 -4.527 0.0790
C 2.930 -5.032 -3.704 -0.5089
O 2.166 -5.943 -3.970 0.1271
O 2.899 -4.312 -2.541 0.0527
H 4.862 -1.739 -1.627 0.0991
H 3.215 -1.599 -2.277 0.0910
H 3.477 -2.455 -0.766 0.0803
H 4.866 -4.177 -2.014 0.1647
H 5.466 -3.249 -4.166 0.1512
H 3.845 -2.551 -4.424 0.1466
C -2.150 2.655 -2.235 -0.0207
C -1.004 2.640 -3.226 -0.3535
C 0.013 3.715 -2.991 -0.1177
O 0.563 3.899 -4.283 0.0647
C -0.418 3.557 -5.170 -0.5056
O -0.372 3.770 -6.369 0.1407
O -1.463 2.945 -4.534 0.0839
H -1.822 2.309 -1.251 0.0477
H -2.569 3.662 -2.127 0.0963
H -2.966 2.013 -2.583 0.0931
H -0.545 1.645 -3.256 0.1574
H 0.788 3.413 -2.281 0.1413
H -0.421 4.666 -2.664 0.1424
C -0.890 5.843 2.964 -0.0156
C 0.262 5.235 2.190 -0.3459
C 0.344 3.743 2.301 -0.1237
O 1.722 3.498 2.077 0.0614
C 2.383 4.620 2.489 -0.5048
O 3.591 4.701 2.625 0.1393
O 1.507 5.644 2.734 0.0909
H -1.846 5.625 2.480 0.0912
H -0.925 5.461 3.990 0.0895
H -0.770 6.929 3.039 0.0924
H 0.230 5.564 1.145 0.1619
H -0.265 3.231 1.551 0.1211
H 0.085 3.362 3.295 0.1335
```

Results
charge = +1
multiplicity = 1
LUMO level = -4.26 eV
frontier orbital gap = 7.93 eV
HOMO level = -12.190 eV